(1)
Density functional theory data (ωB97M-V/def2-TZVPD) for a structure of composition C26H31AsIN4O2Pd.

Last column: Mulliken charge in e.
CARTESIAN COORDINATES (ANGSTROEM)
Pd  -0.95836  0.37663  -1.44292  0.083
C  3.54608  1.03406  -2.38697  -1.228
C  3.11196  -0.33876  -1.99604  0.910
N  4.02470  -1.26896  -1.80970  -0.534
C  3.67357  -2.52095  -1.51278  -1.105
C  2.35762  -2.96090  -1.41499  0.308
C  2.07101  -4.38534  -1.02518  -0.903
O  1.25086  -4.36289  0.14978  -0.441
C  1.35479  -1.99724  -1.59038  0.372
C  -0.00797  -2.37861  -1.34768  -0.676
N  -0.99958  -1.59203  -1.04193  0.234
C  -2.18965  -2.21841  -0.50573  -0.403
C  -2.07241  -3.37030  0.27127  0.128
C  -3.20914  -3.97668  0.78714  -0.977
C  -4.46610  -3.43754  0.55589  -0.684
C  -4.59295  -2.26497  -0.17672  -0.624
C  -3.45186  -1.67231  -0.68702  0.491
I  -3.62623  0.14263  -1.69549  0.347
C  1.72781  -0.67196  -1.89315  0.721
O  0.86056  0.25106  -2.19447  -0.981
H  4.63084  1.08304  -2.36748  0.396
H  3.13311  1.78969  -1.71596  0.280
H  3.19792  1.26228  -3.39632  0.314
H  4.48694  -3.21076  -1.31685  0.412
H  3.01324  -4.89929  -0.83752  0.507
H  1.56462  -4.91391  -1.84057  0.365
H  1.37981  -5.18788  0.63302  0.320
H  -0.21381  -3.44150  -1.31538  1.229
H  -1.09460  -3.78863  0.47838  0.484
H  -3.10937  -4.87368  1.38293  0.462
H  -5.34933  -3.91353  0.95930  0.448
H  -5.56842  -1.82648  -0.34097  0.467
C  -0.18983  4.97373  -3.98536  -0.878
N  -1.22523  4.46154  -3.05933  0.003
C  -2.44045  5.27768  -2.85770  -0.878
C  -1.06057  3.34776  -2.44667  0.565
N  -0.91254  2.33741  -1.88630  -0.438
H  0.18459  5.92250  -3.60668  0.333
H  -0.64116  5.11406  -4.96531  0.340
H  0.62244  4.25594  -4.05586  0.317
H  -2.14956  6.25494  -2.47783  0.338
H  -3.09834  4.78790  -2.14497  0.325
H  -2.94969  5.38814  -3.81303  0.343
C  -2.10649  0.32103  1.91991  -1.323
As  -0.52879  0.77883  0.92279  1.753
C  -0.19859  2.65188  1.18146  -1.271
C  1.02049  -0.30813  1.42814  -0.261
C  1.23513  0.08739  2.85499  -0.369
C  2.11897  1.12541  3.16697  -0.224
C  2.31656  1.49120  4.48622  -0.744
C  1.62684  0.83194  5.49972  -0.496
C  0.74813  -0.20319  5.19685  -0.795
C  0.54757  -0.57315  3.87861  -0.215
H  -1.89533  0.58174  2.95812  0.560
H  -2.32250  -0.74177  1.83474  0.314
H  -2.93705  0.92047  1.55206  0.442
H  0.02211  2.77553  2.24219  0.498
H  -1.09622  3.20464  0.91534  0.481
H  0.64335  2.97115  0.57302  0.373
H  1.84225  -0.03803  0.76520  0.452
H  0.74779  -1.35273  1.27830  0.399
H  2.67585  1.62229  2.38008  0.475
H  3.01723  2.27745  4.73125  0.462
H  1.78641  1.11639  6.53094  0.437
H  0.23570  -0.72766  5.99153  0.454
H  -0.11473  -1.40014  3.64510  0.508

Forces on atoms 1 to 6 (eV/Å):
Pd -0.34 -0.37 -0.47
C -0.02 -0.04 -0.04
C 0.27 -0.08 0.04
N -0.02 0.24 -0.05
C -0.29 -0.21 0.05
C 0.39 0.00 0.00

Total charge ... +3
Gap between HOMO and LUMO (alpha / beta) ... 4.78 / 4.79 eV
ΔE to the lowest compared entry with this formula, charge and spin ... 21.1 kJ/mol
LUMO energy (alpha / beta) ... -0.4333 / -0.4331 Ha

(2)
Density functional theory data (ωB97M-V/def2-TZVPD) for the molecule C19H14F2N4O5S at a distorted geometry.

Last column: Mulliken charge in e.
CARTESIAN COORDINATES (ANGSTROEM)
O  0.21263  0.78932  -4.97979  -0.642
C  -0.32002  0.12968  -4.11627  0.734
C  -1.75724  0.42368  -3.67179  -0.947
S  -1.83971  1.41304  -2.13626  -0.115
C  -1.65452  0.16829  -0.96472  0.478
N  -1.38627  -1.09157  -1.15784  -0.092
N  -1.32650  -1.66768  0.06139  -0.904
C  -1.56518  -0.74924  0.93316  0.612
C  -1.63197  -0.89130  2.41110  -0.632
N  -1.42513  0.36682  3.07797  -0.114
C  -2.43730  0.96689  3.75375  0.473
O  -3.53373  0.47371  3.87446  -0.611
C  -2.07124  2.29192  4.35723  0.086
C  -0.91915  2.48489  5.11388  0.407
F  -0.04869  1.46290  5.24923  -0.317
C  -0.62823  3.68242  5.73917  -0.712
C  -1.51090  4.74068  5.60577  -0.240
C  -2.66387  4.59840  4.85477  -0.723
C  -2.93295  3.38240  4.25044  0.504
F  -4.03998  3.26896  3.51061  -0.283
O  -1.78091  0.45818  0.34552  -0.246
N  0.21761  -0.91824  -3.45483  0.051
C  1.49744  -1.46952  -3.58335  0.470
C  2.40682  -1.05095  -4.54642  -0.489
C  3.66724  -1.63371  -4.64793  -1.100
C  3.97848  -2.63603  -3.76312  0.971
C  3.06587  -3.05611  -2.79263  0.864
C  1.82166  -2.49357  -2.67905  -1.366
O  3.62481  -4.05772  -2.04521  -0.492
C  4.91509  -4.26507  -2.57995  -0.247
O  5.13243  -3.36861  -3.64700  -0.475
H  -2.23190  1.05141  -4.42524  0.416
H  -2.33194  -0.48575  -3.50759  0.393
H  -2.63752  -1.22894  2.69704  0.332
H  -0.90440  -1.64532  2.72660  0.329
H  -0.52622  0.81250  2.99007  0.228
H  0.27608  3.76970  6.31935  0.460
H  -1.29670  5.68072  6.08869  0.382
H  -3.36164  5.41101  4.73300  0.469
H  -0.34542  -1.32717  -2.70646  0.183
H  2.12993  -0.26140  -5.22372  0.542
H  4.37190  -1.31062  -5.39485  0.418
H  1.12116  -2.82205  -1.92862  0.473
H  4.99997  -5.30154  -2.94509  0.238
H  5.67012  -4.09542  -1.79549  0.233

Forces on atoms 1 to 6 (eV/Å):
O 0.12 0.24 -0.26
C -0.43 -0.15 0.26
C 0.13 0.11 0.28
S -0.07 0.42 -0.28
C 0.13 -0.81 -0.17
N -0.32 1.04 -0.84

Total charge ... 0
Gap between HOMO and LUMO ... 8.03 eV
ΔE to the lowest compared entry with this formula, charge and spin ... 0.0 kJ/mol
LUMO energy ... 0.0126 Ha
SMILES ... O=C(CSc1nnc(CNC(=O)c2c(F)cccc2F)o1)Nc1ccc2c(c1)OCO2